# 1
Entry from OMol25: C48H50CdN3Sb2 as an isolated structure (wB97M-V/def2-TZVPD).

```
! wB97M-V def2-TZVPD RIJCOSX def2/J DEFGRID3
* xyz 1 1
Cd -0.92879 0.80403 0.00022
C -2.70095 2.31611 0.95206
C -1.92500 2.83762 -0.17352
C -2.67734 2.49984 -1.36338
C -3.78033 1.74682 -0.98363
C -3.79703 1.62687 0.43417
C -4.83009 0.88521 1.22697
C -4.77654 1.12314 -1.91304
C -2.38365 3.01048 -2.74452
C -1.02260 4.03924 -0.05729
C -2.48999 2.72544 2.37919
H -5.66265 1.53081 1.51892
H -4.41455 0.46484 2.14596
H -5.25637 0.06007 0.65217
H -5.76755 1.57195 -1.81102
H -4.89860 0.05127 -1.72386
H -4.47415 1.24053 -2.95462
H -3.24897 3.54179 -3.14648
H -2.13404 2.23033 -3.46964
H -1.55456 3.71860 -2.73662
H -1.60087 4.96744 -0.09936
H -0.27737 4.08562 -0.85435
H -0.47957 4.04141 0.89045
H -2.99244 2.05064 3.07337
H -2.89756 3.72572 2.55494
H -1.43219 2.76425 2.65761
C -1.85309 -1.88063 5.21031
C -1.51322 -0.64401 4.68463
C -1.57214 -0.44489 3.31420
C -1.97796 -1.47749 2.48039
C -2.32530 -2.72237 3.00345
C -2.25775 -2.91454 4.37046
N -1.98482 -1.20834 1.08129
N -2.61595 -2.01963 0.38851
C -2.57599 -1.77676 -1.01649
C -3.29900 -2.64775 -1.81461
C -3.27468 -2.44653 -3.18582
C -2.53498 -1.39209 -3.69683
C -1.84330 -0.57582 -2.81621
N -1.85984 -0.77024 -1.49943
H -1.80133 -2.04659 6.27809
H -1.19380 0.16312 5.33136
H -1.33463 0.52057 2.89243
H -2.62837 -3.52104 2.34256
H -2.51708 -3.87743 4.78922
H -3.85870 -3.44823 -1.35276
H -3.82778 -3.10244 -3.84424
H -2.48741 -1.19651 -4.75848
H -1.25179 0.25916 -3.17508
C 3.57546 0.66537 -1.10928
C 3.46268 1.99638 -0.35117
C 3.21601 1.84564 1.15051
Sb 1.49424 0.69576 1.72148
C 1.58284 0.97052 3.82170
C 1.95293 -0.04667 4.69517
C 1.92257 0.16761 6.06680
C 1.51537 1.39396 6.57289
C 1.13714 2.41073 5.70665
C 1.16757 2.19729 4.33566
C 2.28895 -1.26502 1.52821
C 1.49512 -2.28792 1.01970
C 2.01410 -3.56265 0.83165
C 3.33685 -3.82422 1.15031
C 4.13868 -2.81243 1.66413
C 3.61792 -1.54106 1.85064
Sb 1.65417 -0.02069 -1.81806
C 1.68589 0.98312 -3.68539
C 1.06619 2.22888 -3.74755
C 1.06464 2.95851 -4.92932
C 1.67782 2.43835 -6.05911
C 2.28992 1.19227 -6.00737
C 2.29463 0.46572 -4.82549
C 2.15585 -1.99685 -2.40338
C 1.14366 -2.93392 -2.59543
C 1.44828 -4.24113 -2.94517
C 2.77304 -4.62744 -3.09440
C 3.78911 -3.70279 -2.90001
C 3.48159 -2.39240 -2.55808
H 4.02080 -0.11557 -0.49049
H 4.19167 0.77808 -2.00218
H 2.68033 2.62363 -0.79410
H 4.39110 2.55936 -0.47882
H 3.10170 2.81868 1.63052
H 4.06036 1.34924 1.63357
H 2.25237 -1.01552 4.31500
H 2.21491 -0.62720 6.74068
H 1.49235 1.55812 7.64203
H 0.81728 3.36784 6.09748
H 0.86110 3.00003 3.67151
H 0.45941 -2.09660 0.75590
H 1.38762 -4.34603 0.42571
H 3.74599 -4.81422 0.99814
H 5.17127 -3.01362 1.91797
H 4.25995 -0.76545 2.25322
H 0.57107 2.63533 -2.87021
H 0.58100 3.92614 -4.96780
H 1.67659 3.00097 -6.98328
H 2.76267 0.78562 -6.89181
H 2.76672 -0.51008 -4.79943
H 0.10358 -2.64985 -2.46788
H 0.65327 -4.96000 -3.09744
H 3.01391 -5.64777 -3.36176
H 4.82306 -4.00042 -3.01570
H 4.28934 -1.68526 -2.40873
*
```

Summary:
E_LUMO = -3.740 eV
HOMO level = -9.332 eV
Frontier orbital gap = 5.5920 eV

Mulliken atomic charge list, values in e, 4 entries: Cd 5.51; C 0.39; C -0.61; C 0.98


# 2
Entry from OMol25: C48H51BrCsN9O6PS as an isolated structure (wB97M-V/def2-TZVPD).

```
! wB97M-V def2-TZVPD RIJCOSX def2/J DEFGRID3
* xyz -1 1
Cs 1.14563 0.14373 -0.23776
C -3.28846 -6.75731 -0.73612
C -2.34537 -5.62129 -0.44745
C -2.03514 -5.23298 0.81951
C -1.13608 -4.15919 1.06995
C -0.98228 -3.66721 2.36898
N -0.24762 -2.65896 2.76927
C -0.21889 -2.20884 4.15664
C -0.21866 -0.68258 4.28660
C -1.22585 0.01783 3.39661
N -2.58805 -0.37228 3.77253
C -3.72795 -0.24276 3.10604
C -4.04330 0.02043 1.77993
C -5.40637 0.42941 1.56403
C -5.84079 0.92262 0.38241
C -7.25176 1.39074 0.16306
C -4.88314 1.01653 -0.67668
C -3.61764 0.53982 -0.59463
C -2.74247 0.69062 -1.77884
N -1.97323 -0.20117 -2.23066
C -1.18292 0.17826 -3.39332
C -1.39121 -0.74517 -4.59671
C -0.57232 -2.03824 -4.57456
N -1.07666 -2.99097 -3.60022
C -0.46513 -3.01299 -2.49020
C -0.91704 -3.84598 -1.35965
C -1.78691 -4.87875 -1.52919
C -0.48995 -3.48246 -0.02418
O 0.34281 -2.57748 0.19930
C -3.12668 -0.07738 0.64294
O -2.03638 -0.65146 0.70698
H -3.62671 -7.22630 0.18790
H -2.80702 -7.52398 -1.34718
H -4.16837 -6.41013 -1.28229
H -2.48788 -5.74363 1.66540
H -1.56291 -4.14768 3.15520
H 0.34434 -2.17954 2.07937
H 0.67465 -2.60305 4.64840
H -1.09126 -2.64485 4.65101
H 0.76596 -0.30886 4.01481
H -0.39022 -0.43375 5.34128
H -1.08220 -0.24850 2.35345
H -1.12485 1.10423 3.47234
H -2.70384 -0.51365 4.76426
H -4.59153 -0.32604 3.76245
H -6.09098 0.38349 2.40625
H -7.83235 1.31815 1.08244
H -7.75410 0.79348 -0.60155
H -7.27367 2.43138 -0.16850
H -5.19707 1.47890 -1.60980
H -2.82006 1.66912 -2.27996
H -0.13148 0.13698 -3.08376
H -1.38532 1.22005 -3.68045
H -1.10906 -0.19260 -5.49762
H -2.45367 -0.98666 -4.68472
H 0.47764 -1.77312 -4.37769
H -0.62195 -2.49975 -5.56429
H 0.39315 -2.34605 -2.35402
H -2.09083 -5.12251 -2.54259
N -0.58463 7.43681 6.49019
C -0.49274 6.41024 5.51618
C -0.38582 6.72185 4.16385
C -0.33575 5.72585 3.20302
C -0.39566 4.38509 3.57585
C -0.49029 4.07191 4.92811
C -0.55158 5.07184 5.88802
S 1.19902 3.19987 1.72229
O -0.36701 3.39754 2.64732
O 1.91107 4.44942 1.97843
N 0.57951 3.03176 0.29366
C 0.24238 3.92248 -0.65512
N 0.05743 5.23178 -0.38286
C -0.26055 6.01813 -1.39516
C -0.42196 5.57039 -2.69589
C -0.23186 4.20909 -2.87538
N 0.09224 3.38426 -1.89911
H -0.12459 8.28305 6.18643
H -0.19648 7.14953 7.37729
H -0.33075 7.76258 3.86152
H -0.22393 5.96239 2.15254
H -0.51044 3.02875 5.22092
H -0.63550 4.81145 6.93797
H -0.39857 7.06829 -1.14641
H -0.68266 6.23010 -3.51038
H -0.34488 3.76028 -3.86095
Br 2.89636 -6.05464 3.68132
C 3.84793 -4.43536 3.39180
C 5.17571 -4.33834 3.77114
N 5.88160 -3.22797 3.58083
C 5.27190 -2.19383 3.00321
C 3.93834 -2.19533 2.61600
C 3.20856 -3.35721 2.81478
C 3.28538 -0.97793 1.98393
O 3.93809 -0.36171 1.12612
O 2.10980 -0.73529 2.37423
H 5.68354 -5.17540 4.23593
H 5.87204 -1.30711 2.83634
H 2.17277 -3.41397 2.51085
C 4.78863 -0.02146 -2.42917
P 3.23783 -0.17653 -3.40521
C 2.82959 1.59227 -3.71303
C 3.91812 -0.64223 -5.04883
C 3.47753 -1.82792 -5.63040
C 3.95719 -2.23747 -6.86836
C 4.88648 -1.46013 -7.54162
C 5.33555 -0.27530 -6.97183
C 4.85505 0.12771 -5.73598
H 5.46662 0.72976 -2.83976
H 5.29269 -0.98864 -2.42249
H 4.55941 0.22592 -1.38987
H 3.70993 2.17910 -3.98218
H 2.35112 2.04990 -2.84465
H 2.11194 1.64016 -4.53465
H 2.74957 -2.43584 -5.10588
H 3.60294 -3.16271 -7.30500
H 5.26216 -1.77400 -8.50739
H 6.06314 0.33427 -7.49344
H 5.21790 1.05283 -5.30384
*
```

Summary:
E_LUMO = 1.775 eV
HOMO level = -4.929 eV
Frontier orbital gap = 6.7039 eV

Mulliken atomic charge list, values in e, 4 entries: Cs 1.05; C -1.64; C 0.63; C -0.79


# 3
Entry from OMol25: C48H51GeN5OPReS3Te as an isolated structure (wB97M-V/def2-TZVPD).

```
! wB97M-V def2-TZVPD RIJCOSX def2/J DEFGRID3
* xyz 0 1
Re 0.41630 2.03146 0.14545
S 6.54460 1.35946 4.49235
N 6.36100 1.29186 2.87195
C 5.09240 1.52926 2.57955
C 4.52660 1.56776 1.26285
C 5.24510 1.37356 0.09955
C 4.57200 1.46466 -1.12425
C 3.21440 1.71956 -1.14155
N 2.47840 1.87796 -0.04185
C 3.12940 1.82796 1.18135
C 2.34500 2.04666 2.32285
N 1.00320 2.27386 2.10025
C 0.23530 2.50046 3.16065
C 0.70160 2.48446 4.46915
C 2.04440 2.23696 4.71585
C 2.89230 2.02026 3.63875
C 4.29020 1.75566 3.74435
N 4.99050 1.67866 4.86915
H 6.30190 1.16356 0.16015
H 5.10750 1.35466 -2.05365
H 2.69020 1.82366 -2.08405
H -0.80900 2.68646 2.95405
H 0.01730 2.66596 5.28235
H 2.44890 2.20526 5.71415
C -1.69590 4.30626 -2.93445
Ge 0.06990 4.67976 -2.10545
C 0.32990 6.66286 -2.01925
C 1.46750 4.04906 -3.37665
C 0.24150 3.95256 -0.26935
H -1.60160 4.37226 -4.01495
H -2.45220 5.01266 -2.60665
H -2.01780 3.30476 -2.67125
H 0.28330 7.06936 -3.02475
H 1.30310 6.90566 -1.60325
H -0.43150 7.15626 -1.42345
H 1.46020 4.70606 -4.24315
H 1.25890 3.03886 -3.70895
H 2.45680 4.08316 -2.93235
H 0.19360 4.75586 0.47815
S -3.30560 0.49666 -2.09505
P -3.29470 1.19016 -0.26365
S -1.61270 0.93886 0.86945
C -3.84110 2.94056 -0.16825
C -2.96040 3.98036 0.07565
C -3.41850 5.28616 0.07455
C -4.75810 5.55106 -0.15005
C -5.64100 4.50756 -0.38415
C -5.18460 3.20386 -0.40575
C -4.52060 0.36526 0.81975
C -4.82160 0.91536 2.05935
C -5.69320 0.26186 2.90835
C -6.26490 -0.94224 2.52525
C -5.96210 -1.49214 1.29025
C -5.09080 -0.83724 0.43605
H -1.91030 3.76616 0.25145
H -2.72220 6.09526 0.24135
H -5.11710 6.57006 -0.14825
H -6.68790 4.70856 -0.55825
H -5.86090 2.38306 -0.60745
H -4.36990 1.85276 2.35265
H -5.92130 0.68946 3.87525
H -6.94950 -1.44834 3.19205
H -6.40040 -2.43364 0.98995
H -4.85220 -1.24254 -0.53875
C -0.09650 -0.02074 -3.68135
C 0.18430 0.37906 -2.25915
O -0.06600 1.55196 -1.91425
N 0.63510 -0.45944 -1.34015
Te 1.80490 -1.91684 -0.86965
C 1.94450 -3.95194 -1.73095
C 2.55160 -4.85534 -0.85945
C 2.89380 -4.50024 0.55405
C 2.86340 -6.12804 -1.31665
C 2.61050 -6.52374 -2.61925
C 3.01100 -7.88664 -3.09295
C 2.00680 -5.60764 -3.46855
C 1.68410 -4.32414 -3.04805
C 1.08250 -3.36254 -4.02255
C 0.48220 -2.48064 0.71635
C 0.81390 -2.13164 2.02275
C 2.01150 -1.28664 2.32685
C 0.00600 -2.58204 3.05915
C -1.11840 -3.35564 2.81425
C -1.95060 -3.90144 3.93275
C -1.47040 -3.61464 1.49605
C -0.68780 -3.18194 0.43645
C -1.11520 -3.45644 -0.96885
H -0.49320 0.84446 -4.20495
H -0.84320 -0.81094 -3.69595
H 0.81020 -0.37294 -4.16785
H 3.42960 -3.54854 0.59815
H 3.53520 -5.26594 0.98675
H 1.99160 -4.41734 1.16165
H 3.33920 -6.81824 -0.63605
H 3.58640 -8.40164 -2.32815
H 3.61740 -7.81804 -3.99465
H 2.13440 -8.49034 -3.32315
H 1.80210 -5.88454 -4.49205
H 1.05960 -3.79784 -5.01865
H 1.67350 -2.44724 -4.05635
H 0.06460 -3.10154 -3.73655
H 2.20240 -0.59344 1.50425
H 2.90730 -1.89454 2.47305
H 1.84800 -0.70764 3.23445
H 0.26370 -2.31654 4.07555
H -1.52030 -3.64814 4.89785
H -2.01570 -4.98684 3.85515
H -2.96180 -3.49984 3.88245
H -2.37630 -4.16644 1.28695
H -2.19530 -3.57044 -1.01745
H -0.65530 -4.37104 -1.34855
H -0.82870 -2.61954 -1.60775
*
```

Summary:
E_LUMO (spin up / spin down) = -0.693 / -0.693 eV
HOMO level (spin up / spin down) = -5.710 / -5.708 eV
Frontier orbital gap (spin up / spin down) = 5.0173 / 5.0148 eV

Mulliken atomic charge list, values in e, 4 entries: Re 1.84; S 0.12; N -0.74; C 0.90


# 4
Entry from OMol25: C48H52AsF5IIrN2OPS2Si2Te as an isolated structure (wB97M-V/def2-TZVPD).

```
! wB97M-V def2-TZVPD RIJCOSX def2/J DEFGRID3
* xyz 0 2
Ir 0.51030 0.62390 0.05470
C -0.54550 2.56520 4.58500
C 0.16410 1.54010 5.41000
C 0.59800 1.89510 6.68240
C 1.25100 0.99510 7.50320
C 1.47260 -0.29920 7.06410
C 1.06390 -0.67130 5.79890
C 0.41770 0.23680 4.96110
P 0.07410 -0.26540 3.24050
C 0.72600 -1.95440 3.05420
C 2.12060 -2.00570 2.96040
C 2.78890 -3.20540 2.84490
C 2.06570 -4.38370 2.78220
C 0.68670 -4.34290 2.87900
C -0.00880 -3.14800 3.03460
C -1.49520 -3.20730 3.19440
C -1.70900 -0.14810 2.96670
C -2.51790 -0.36670 4.08710
C -3.89090 -0.38620 3.97660
C -4.46360 -0.20290 2.72530
C -3.66690 0.04540 1.62720
C -2.27020 0.11330 1.71250
C -1.55130 0.56350 0.48200
H -1.18240 3.17720 5.22000
H -1.16010 2.11400 3.81230
H 0.17270 3.22980 4.10560
H 0.42320 2.90660 7.02480
H 1.57920 1.29660 8.48570
H 1.96790 -1.01820 7.69590
H 1.24370 -1.67660 5.45060
H 2.68950 -1.08940 2.99850
H 3.86580 -3.21990 2.79540
H 2.56890 -5.33020 2.66610
H 0.12330 -5.26270 2.82370
H -1.84080 -4.23670 3.12280
H -2.00100 -2.61740 2.43220
H -1.78210 -2.82120 4.17180
H -2.04850 -0.50790 5.05220
H -4.50630 -0.54890 4.84770
H -5.53580 -0.22720 2.61480
H -4.13080 0.22010 0.66650
H -1.84600 1.61530 0.36350
H -1.99420 0.03400 -0.37650
S 7.41900 1.18240 0.33610
C 7.83280 2.84830 0.31760
C 6.78380 3.64090 -0.06150
C 5.62360 2.92020 -0.34060
C 5.77810 1.54630 -0.17490
C 4.85050 0.51120 -0.33960
C 3.45640 0.83710 -0.77880
N 2.45940 -0.01100 -0.28900
C 2.75200 -1.32910 -0.27330
C 4.11890 -1.78690 -0.31240
C 4.35290 -3.18150 -0.39820
C 3.33420 -4.07530 -0.42390
C 1.97470 -3.65480 -0.30700
C 0.91290 -4.53460 -0.30220
C -0.40980 -4.04500 -0.17090
C -0.56820 -2.65440 -0.10480
N 0.42360 -1.79380 -0.11690
C 1.70510 -2.25880 -0.19890
C -1.52280 -4.93930 -0.08420
C -1.51910 -6.31720 -0.11240
C -2.79280 -6.88840 0.04600
C -3.77640 -5.96040 0.18920
S -3.15570 -4.35280 0.13220
C 5.13850 -0.84210 -0.22110
H 8.82740 3.14180 0.58650
H 6.84810 4.71180 -0.14320
H 4.71440 3.39300 -0.66230
H 3.21240 1.88980 -0.61360
H 5.37610 -3.51990 -0.46320
H 3.52450 -5.13260 -0.53060
H 1.09730 -5.59180 -0.40870
H -1.56700 -2.23800 -0.04970
H -0.63140 -6.90930 -0.24070
H -2.97090 -7.94850 0.05650
H -4.82740 -6.11470 0.33080
H 6.15890 -1.15620 -0.06040
I 0.57900 3.54810 -0.18480
C 0.93620 0.81760 2.12920
H 2.01110 0.70830 2.30210
H 0.66740 1.83700 2.41460
F 2.20390 4.73960 -2.42880
Te 1.71630 2.78690 -2.74480
F 2.59200 3.48570 -4.40900
F 0.11200 3.58650 -3.38760
F 3.45850 0.71120 -2.23360
F 1.19670 1.58890 -4.42820
O 0.24300 1.04470 -2.14830
C -3.02510 0.31030 -5.44210
Si -1.79510 1.55400 -4.65270
C -2.82300 2.51430 -3.35120
C -0.98160 2.53010 -6.07790
As -0.43100 0.01640 -3.30110
Si 1.26720 -1.23070 -4.60390
C 0.09740 -1.82070 -6.00610
C 1.70690 -2.77530 -3.56490
C 2.83050 -0.47050 -5.39490
H -3.81040 0.85190 -5.95600
H -3.48830 -0.31890 -4.68610
H -2.54490 -0.33640 -6.16770
H -3.67600 2.99820 -3.82070
H -2.23820 3.28270 -2.85460
H -3.19740 1.82550 -2.59200
H -1.72910 3.13010 -6.58890
H -0.53190 1.85470 -6.80320
H -0.19800 3.19530 -5.72980
H -0.82030 -2.24210 -5.60280
H 0.58380 -2.58890 -6.59660
H -0.16750 -1.01040 -6.67780
H 0.82740 -3.19830 -3.08370
H 2.43730 -2.55200 -2.79440
H 2.13710 -3.54000 -4.20330
H 2.57280 0.34770 -6.06200
H 3.37370 -1.21670 -5.96940
H 3.50340 -0.06840 -4.64360
*
```

Summary:
E_LUMO (spin up / spin down) = -0.900 / -1.789 eV
HOMO level (spin up / spin down) = -6.797 / -6.797 eV
⟨S²⟩ = 0.753
Frontier orbital gap (spin up / spin down) = 5.8968 / 5.0084 eV

Mulliken atomic charge list, values in e, 4 entries: Ir 3.30; C -1.99; C 1.15; C -0.77


Number 1: E -72690.41768 eV. Number 2: E -167017.14882 eV. Number 3: E -167835.59271 eV. Number 4: E -195024.05621 eV.